1.
{"formula": "C2H9NSi", "method": "the ωB97M-V functional and the def2-TZVPD basis", "relative_energy_ev": 1.486, "smiles": "CCN[SiH3]", "elements": ["C", "H", "H", "H", "H", "H", "N", "H", "C", "Si", "H", "H", "H"], "coordinates": [[1.11, -0.34, 1.29], [-2.53, -1.18, -0.58], [1.92, -0.64, 0.63], [-1.22, -0.65, -2.51], [1.51, -0.10, 2.24], [0.81, 1.69, 0.57], [-0.35, 0.40, -0.69], [-0.52, -2.26, -0.79], [0.17, 0.73, 0.63], [-1.20, -0.93, -1.13], [-0.69, 0.91, 1.36], [0.43, 0.73, -1.32], [0.61, -1.28, 1.44]]}

2.
{"formula": "C22H20F3N3O3", "method": "the ωB97M-V functional and the def2-TZVPD basis", "relative_energy_ev": 0.000, "smiles": "C[C@@H](OC(=O)Cn1c(C(F)(F)F)nc2ccccc21)C(=O)N1CCCc2ccccc21", "elements": ["C", "C", "C", "H", "F", "C", "C", "H", "H", "F", "H", "H", "H", "H", "C", "H", "H", "C", "H", "H", "C", "C", "H", "C", "N", "C", "C", "C", "C", "H", "C", "N", "C", "C", "C", "C", "H", "H", "H", "H", "F", "C", "H", "N", "O", "H", "O", "O", "H", "C", "C"], "coordinates": [[3.43, -1.13, 0.00], [4.74, 1.30, 0.32], [-4.24, 2.65, 0.08], [0.30, -1.43, -1.87], [-0.96, -2.98, 0.17], [-3.54, 1.80, 0.91], [-2.88, -1.60, 0.12], [3.05, 2.17, -0.65], [5.26, 2.24, 0.44], [-2.55, -3.48, 1.53], [-0.64, 3.06, -0.29], [-2.36, 0.16, 2.93], [6.30, 0.16, 1.24], [-1.90, -1.56, 2.70], [-3.89, 0.05, -0.75], [3.18, -2.18, -2.38], [1.50, 1.42, 1.16], [3.50, 1.26, -0.28], [1.10, 3.39, -0.37], [1.77, -3.21, -2.09], [0.47, 0.64, -0.61], [0.56, 1.55, 0.62], [0.22, 3.61, 1.16], [-2.30, -2.96, 0.30], [1.56, -0.04, -1.01], [-3.37, 0.50, 0.48], [4.68, -1.09, 0.60], [2.28, -2.30, -1.77], [-0.53, -0.15, 1.80], [-5.30, 2.92, -1.76], [2.83, 0.05, -0.42], [-2.74, -0.59, 1.05], [2.68, -2.39, -0.30], [-1.94, -0.57, 2.24], [0.29, 3.00, 0.26], [-4.59, 0.92, -1.58], [-4.39, 3.68, 0.37], [5.15, -2.00, 0.93], [1.45, -0.70, -2.99], [3.30, -3.27, -0.12], [-2.78, -3.83, -0.58], [-4.76, 2.21, -1.14], [-3.13, 2.15, 1.85], [-3.56, -1.27, -0.93], [-0.62, 0.49, -1.14], [1.79, -2.45, 0.32], [0.40, -0.90, 1.70], [-0.52, 1.13, 1.47], [-4.99, 0.57, -2.52], [1.34, -1.11, -1.98], [5.33, 0.13, 0.77]]}

3.
{"formula": "C26H54F3MgN4O8S4", "method": "the ωB97M-V functional and the def2-TZVPD basis", "total_charge": 1, "elements": ["H", "O", "C", "C", "H", "H", "H", "H", "H", "O", "C", "C", "H", "H", "N", "O", "C", "H", "F", "S", "O", "S", "C", "H", "C", "H", "H", "H", "H", "C", "H", "H", "C", "Mg", "C", "C", "H", "C", "C", "S", "H", "H", "O", "H", "C", "H", "H", "N", "C", "H", "H", "H", "H", "N", "H", "H", "H", "N", "C", "H", "H", "H", "H", "O", "O", "H", "H", "H", "H", "H", "C", "H", "H", "H", "H", "H", "C", "H", "H", "C", "H", "C", "C", "H", "C", "H", "H", "H", "C", "C", "H", "F", "H", "H", "C", "S", "F", "H", "C", "O"], "coordinates": [[4.14, -2.50, 1.43], [0.27, -1.20, -4.50], [-1.97, -0.65, 4.92], [2.08, 2.13, -4.57], [-2.25, -1.26, -3.25], [0.39, -1.44, 0.05], [2.30, 3.19, -4.74], [1.55, -2.99, 2.95], [1.78, 3.76, 0.21], [0.49, -0.62, 1.88], [-3.58, -1.39, -4.89], [-3.37, 3.66, 0.01], [-3.11, -2.64, -6.56], [-0.97, 2.68, -1.28], [-5.10, 3.74, -2.93], [1.36, 2.21, 2.27], [1.03, -3.20, 3.88], [-3.94, 1.94, 1.04], [-2.31, -0.42, 1.67], [1.67, -2.17, 5.18], [-4.74, -1.68, -4.84], [4.21, -0.13, 1.52], [-1.54, -1.28, 0.94], [-2.98, -0.73, 5.33], [2.07, -1.82, -3.11], [-1.98, -0.93, 3.87], [2.72, 1.08, 0.13], [-1.07, -6.52, 1.10], [-2.25, 1.48, -1.61], [1.02, 4.28, 0.79], [0.77, 0.86, -1.59], [-1.30, -1.32, 5.47], [0.15, -3.43, -3.61], [1.39, 0.53, 3.20], [3.79, 0.89, 0.11], [-0.99, 1.13, 6.66], [-1.74, 0.65, 7.30], [0.80, -2.07, -3.83], [-2.91, -0.59, -3.81], [1.03, 3.66, 2.44], [-3.61, -0.08, -3.16], [3.87, -2.48, 6.05], [-0.23, 1.15, 4.18], [1.19, 5.36, 0.81], [-2.69, -1.77, -6.05], [1.65, 1.69, -5.46], [-0.52, -0.31, -1.84], [4.26, 0.92, -3.88], [-1.11, -5.43, 1.12], [3.39, 4.10, 2.41], [0.03, 4.14, 0.37], [-5.28, 3.04, 0.58], [-2.41, 3.21, -4.46], [-2.60, 4.50, -0.20], [3.42, -3.76, 4.90], [4.13, 0.40, -0.79], [2.89, -2.41, -3.53], [1.30, -4.47, 0.93], [-4.06, 3.91, -3.40], [2.35, -0.77, -3.13], [2.67, 4.16, 4.05], [4.03, -1.77, -0.19], [-1.74, -2.10, -5.63], [-0.34, 0.52, 0.10], [1.62, -0.79, 4.62], [0.86, -4.13, -3.18], [2.61, -1.73, 0.89], [-0.66, -3.27, -2.89], [4.34, 1.82, 0.24], [-1.70, -5.10, 0.26], [-0.27, 0.61, -1.31], [1.38, 2.03, -3.74], [-0.04, 0.61, 6.72], [-4.47, 2.02, -0.64], [-0.99, 1.91, -2.81], [-0.03, -2.95, 3.78], [-4.34, 2.60, 0.27], [-0.88, 2.17, 6.95], [-2.05, 4.34, -3.11], [3.38, -2.68, 5.10], [-2.69, 4.93, -4.65], [3.32, 1.46, -4.21], [0.24, -4.89, 1.00], [1.95, -2.10, -2.06], [-2.72, 4.11, -3.94], [-1.56, -5.11, 2.05], [-2.49, -0.96, -6.73], [-2.25, 0.17, -4.24], [-1.21, 1.73, -1.75], [3.70, -1.69, 0.85], [3.85, -2.16, 4.27], [-1.60, -2.45, 1.63], [1.14, -4.25, 4.17], [-0.24, -3.82, -4.55], [2.54, 4.43, 3.00], [-1.50, 1.05, 4.95], [-2.18, -1.47, -0.23], [2.40, 5.51, 2.97], [-0.13, -0.73, 0.74], [3.17, 0.20, 2.55]]}

4.
{"formula": "C3H3N4O2PS2", "method": "the ωB97M-V functional and the def2-TZVPD basis", "relative_energy_ev": 1.961, "elements": ["H", "C", "N", "N", "P", "N", "C", "S", "N", "H", "C", "O", "S", "O", "H"], "coordinates": [[0.69, 1.94, 0.21], [0.73, -0.36, -1.14], [-2.09, 1.52, 0.84], [-2.93, -0.29, -0.07], [1.19, -0.99, 0.55], [0.05, 1.41, -0.35], [-1.11, 1.03, 0.06], [2.20, -2.66, 0.07], [-3.12, 0.78, 0.68], [1.50, -0.22, -1.88], [-1.72, -0.19, -0.55], [2.24, 0.14, 1.03], [-0.77, -0.99, -1.72], [-0.01, -1.01, 1.38], [3.15, -0.10, 0.90]]}

5.
{"formula": "C5H6", "method": "the ωB97M-V functional and the def2-TZVPD basis", "relative_energy_ev": 5.022, "elements": ["H", "H", "C", "H", "H", "C", "H", "C", "C", "C", "H"], "coordinates": [[1.14, 1.62, 0.69], [0.94, 1.26, -1.09], [0.77, -1.62, -0.75], [0.94, -0.72, 1.28], [-1.10, 0.63, 1.17], [-0.48, -1.27, -0.55], [-1.44, 0.72, -0.62], [0.76, -0.47, 0.23], [0.69, 0.98, -0.06], [-0.71, 0.53, 0.16], [-1.49, -1.66, -0.47]]}

6.
{"formula": "C3H5NO2", "method": "the ωB97M-V functional and the def2-TZVPD basis", "relative_energy_ev": 0.811, "smiles": "[H]/N=C(/C)OC=O", "elements": ["C", "H", "O", "H", "C", "O", "N", "H", "H", "C", "H"], "coordinates": [[0.15, 1.64, -0.74], [0.16, 2.72, -0.54], [-0.43, 1.00, 0.30], [1.60, -0.75, -0.15], [0.82, -1.08, 0.55], [0.57, 1.11, -1.73], [-1.57, -1.01, 0.07], [1.14, -0.81, 1.56], [-2.33, -0.35, -0.08], [-0.48, -0.41, 0.24], [0.69, -2.16, 0.48]]}

7.
{"formula": "C5H12N2O", "method": "the ωB97M-V functional and the def2-TZVPD basis", "relative_energy_ev": 9.386, "elements": ["H", "C", "C", "N", "H", "C", "H", "C", "H", "H", "H", "O", "H", "N", "C", "H", "H", "H", "H", "H"], "coordinates": [[0.92, 3.49, -0.13], [-0.77, -0.43, 1.44], [-1.49, -1.22, -0.63], [2.64, -1.33, 0.47], [3.32, -0.60, 0.25], [0.54, 2.48, -0.28], [-0.92, 1.12, -0.02], [-0.68, 2.06, -0.53], [-1.02, 0.33, 2.18], [-1.04, -2.17, -0.33], [-0.85, -1.41, 1.92], [1.33, -0.55, -1.28], [-1.36, 2.51, -1.25], [-1.76, -0.33, 0.41], [1.61, -1.29, -0.28], [0.92, -2.12, -0.11], [-2.38, -1.31, -1.26], [-0.67, -0.84, -1.30], [0.28, -0.21, 1.21], [1.40, 1.81, -0.48]]}

8.
{"formula": "C5H14O2", "method": "the ωB97M-V functional and the def2-TZVPD basis", "relative_energy_ev": 2.578, "smiles": "CC=C(C)C.O.O", "elements": ["O", "H", "H", "C", "C", "H", "C", "H", "H", "H", "H", "H", "H", "H", "O", "C", "C", "H", "H", "H", "H"], "coordinates": [[2.87, -5.16, 2.84], [2.27, -4.66, 2.28], [-0.51, -0.50, 1.67], [1.62, 1.42, 0.92], [-1.22, 0.28, 1.72], [3.37, -4.38, 3.24], [-1.78, 1.69, -0.59], [2.25, 0.41, 0.69], [-1.62, -0.68, -6.26], [1.19, 1.29, 1.95], [-2.46, 2.47, -0.13], [-2.33, 0.81, -0.87], [-1.22, -1.71, -5.28], [-2.36, 0.07, 1.91], [-1.08, -0.78, -5.48], [-0.79, 1.21, 0.41], [0.50, 1.41, -0.03], [-1.21, 2.22, -1.42], [0.86, 1.58, -1.10], [-0.80, 0.83, 2.56], [2.45, 2.19, 0.96]]}

How do the records compare in gap between HOMO and LUMO? In the order shown, they have 0.3784, 0.3436, 0.3285, 0.2048, 0.3462, 0.4301, 0.1853, 0.3232 hartree.
How do the records compare in HOMO energy? In the order shown, they have -9.315, -8.709, -10.816, -8.930, -8.568, -10.843, -8.550, -8.208 eV.
How do the records compare in E_LUMO? In the order shown, they have 0.98, 0.64, -1.88, -3.36, 0.85, 0.86, -3.51, 0.59 eV.